[1]
A molecular structure, C33H40Br31F9I2NO2PS in a non-equilibrium geometry, computed with ωB97M-V/def2-TZVPD.

Element x y z (Å)
C (6.464369, -1.905516, 2.247509)
C (5.194335, -1.547692, 1.485715)
I (3.710034, -2.697546, 2.611665)
C (4.795647, -0.046949, 1.443184)
I (6.041964, 1.205490, 2.719073)
C (4.727406, 0.613996, 0.035377)
C (6.018465, 0.896519, -0.757717)
C (6.927975, -0.254170, -1.250107)
C (8.339271, -0.243012, -0.660337)
Br (9.100112, -2.048766, -0.758059)
O (4.324453, 2.011293, 0.361762)
C (3.332800, 2.454571, -0.422510)
O (3.221969, 3.584500, -0.779403)
C (2.450275, 1.248474, -0.747709)
C (1.580240, 1.468010, -1.980543)
C (0.197641, 0.821836, -2.018143)
C (-0.304908, 0.728613, -3.474487)
C (-1.061607, -0.540069, -3.843544)
C (-2.394703, -0.764352, -3.184762)
F (-2.839091, -2.008664, -3.474933)
F (-2.232694, -0.731118, -1.839014)
C (-3.532438, 0.256100, -3.470350)
F (-4.437107, 0.129512, -2.494325)
F (-3.093623, 1.507884, -3.426569)
S (-4.502143, -0.006084, -5.084960)
F (-5.148205, -1.299150, -4.495139)
F (-5.675546, 0.879351, -4.506788)
F (-3.875474, 1.311021, -5.731567)
F (-3.328023, -0.833884, -5.735083)
F (-5.337209, -0.215025, -6.401489)
P (1.440831, 1.054566, 0.793147)
N (1.003305, -0.422084, 1.127597)
C (3.587844, 0.252028, -0.961273)
C (3.242157, -1.197784, -1.309540)
C (4.058891, -1.747901, -2.448287)
C (4.887303, -2.869186, -2.273308)
C (5.674104, -3.353477, -3.321334)
C (5.659092, -2.745896, -4.576445)
C (4.807355, -1.649504, -4.776929)
C (4.025028, -1.169018, -3.725956)
H (6.312474, -1.721002, 3.299498)
H (7.327882, -1.387820, 1.877626)
H (6.624954, -2.972604, 2.157925)
H (5.207927, -2.000361, 0.507911)
H (3.828033, 0.058393, 1.903835)
H (6.636716, 1.585577, -0.197825)
H (5.736093, 1.442078, -1.651328)
H (6.513065, -1.243020, -1.138187)
H (7.063387, -0.116287, -2.318337)
H (9.017386, 0.353069, -1.250376)
H (8.339073, 0.090317, 0.366106)
H (1.481492, 2.541718, -2.108276)
H (2.127827, 1.091338, -2.838992)
H (-0.513534, 1.412115, -1.454594)
H (0.222568, -0.174812, -1.590550)
H (-0.835469, 1.633652, -3.740478)
H (0.581195, 0.736578, -4.104343)
H (-0.444463, -1.385561, -3.555283)
H (-1.133023, -0.599483, -4.921332)
H (0.363782, 1.936874, 0.595222)
H (2.204364, 1.647059, 1.815164)
H (1.377405, -0.678199, 2.033936)
H (4.009645, 0.663793, -1.870302)
H (3.321488, -1.861373, -0.456061)
H (2.203603, -1.253325, -1.620286)
H (4.924745, -3.355280, -1.309595)
H (6.305729, -4.209639, -3.143254)
H (6.272921, -3.090063, -5.388100)
H (4.751676, -1.145710, -5.726372)
H (3.375489, -0.322142, -3.894498)
C (-0.527656, -4.619985, 3.839724)
Br (0.731309, -3.278880, 4.407274)
Br (-1.784397, -5.037239, 5.242335)
Br (-1.420169, -4.115855, 2.225637)
H (0.035713, -5.517572, 3.632191)
C (-5.990137, -5.059756, 6.363380)
Br (-5.948308, -3.273867, 5.658440)
Br (-4.358762, -5.497633, 7.282970)
Br (-7.528542, -5.352458, 7.483138)
H (-6.076322, -5.735044, 5.525266)
C (-8.119279, -3.347945, 10.811141)
Br (-8.083134, -1.565689, 10.088974)
Br (-6.469942, -3.785247, 11.703792)
Br (-9.639002, -3.620173, 11.957961)
H (-8.217331, -4.028082, 9.978656)
C (-4.060307, 2.900457, -8.690076)
Br (-3.011434, 2.308653, -10.189667)
Br (-3.308166, 4.468800, -7.868667)
Br (-5.902085, 3.170770, -9.173542)
H (-4.039185, 2.112215, -7.953150)
C (-8.434017, 6.353459, -9.954301)
Br (-7.193284, 7.213787, -8.765505)
Br (-10.236528, 6.444842, -9.288190)
Br (-8.301259, 7.047726, -11.743127)
H (-8.161855, 5.309404, -9.997110)
C (5.310814, 4.304715, -3.850358)
Br (6.921552, 4.604348, -2.842452)
Br (5.446701, 4.970278, -5.647463)
Br (4.812225, 2.443490, -3.823845)
H (4.519269, 4.851940, -3.359190)
C (-12.898796, -1.407153, 13.302313)
Br (-14.548385, -0.774100, 14.061097)
Br (-11.533651, -0.053925, 13.327093)
Br (-12.301772, -3.024137, 14.158645)
H (-13.092385, -1.647639, 12.267653)
C (-3.292577, -1.766741, 12.899779)
Br (-3.096537, -0.217447, 11.775242)
Br (-1.652353, -2.760480, 13.039752)
Br (-3.994486, -1.297494, 14.628084)
H (-4.015260, -2.408455, 12.420261)
C (-2.604044, -0.123816, 7.930861)
Br (-4.070775, 0.955078, 7.305564)
Br (-2.305546, -1.644894, 6.795094)
Br (-0.999343, 0.917859, 8.153740)
H (-2.879019, -0.499562, 8.905462)
C (4.322952, 6.683929, -9.524095)
Br (6.015041, 7.094066, -10.339691)
Br (4.175944, 4.809508, -9.108489)
Br (3.995720, 7.781389, -7.979012)
H (3.554266, 6.911809, -10.246909)

Forces on atoms 1 to 2 (eV/Å):
-0.37 -0.46 -0.29
0.13 0.11 1.06

Output
- M: 3447.5 g/mol
- HOMO: -8.9 eV
- E_tot: -2272549.248 eV
- LUMO level: -0.3 eV
- Kohn-Sham gap: 8.58 eV

[2]
A single C4H6O molecule, computed with ωB97M-V/def2-TZVPD.

Element x y z (Å)
C (0.926423, -1.449672, 0.853470)
C (1.335367, -0.558285, -0.010820)
C (1.061868, 0.628517, -0.484841)
O (-0.051732, 1.196622, 0.113533)
C (-1.297909, 0.705214, -0.339415)
H (1.200365, -1.343375, 1.898536)
H (0.170903, -2.175309, 0.568952)
H (1.555022, 1.237156, -1.232883)
H (-1.208852, -0.249903, -0.875461)
H (-1.726879, 1.454497, -1.008202)
H (-1.964575, 0.554541, 0.517130)

Forces on atoms 1 to 2 (eV/Å):
0.10 -0.07 -0.06
-0.62 0.20 0.36

Output
- ΔE to the lowest compared entry with this formula, charge and spin: 2.5658 eV
- M: 70.1 g/mol
- HOMO: -9.3 eV
- E_tot: -6289.352 eV
- LUMO level: 0.9 eV
- Kohn-Sham gap: 10.16 eV

[3]
A molecular structure, C3H8NS2 in a non-equilibrium geometry, computed with ωB97M-V/def2-TZVPD.

Element x y z (Å)
C (-1.730488, 0.068535, 0.006756)
C (2.052542, 0.436201, 0.253936)
C (-0.126677, -0.801091, 0.018970)
N (0.870638, 0.143932, -0.563456)
S (-1.703797, 1.689918, -0.056443)
S (-3.069204, -0.983271, 0.366757)
H (2.930949, -0.217816, -0.123976)
H (2.233514, 1.466491, 0.162280)
H (1.860074, 0.022136, 1.224592)
H (-0.293271, -1.673631, -0.656114)
H (0.140449, -1.000265, 1.144766)
H (-0.104663, 1.209000, -0.498102)
H (1.036874, -0.251039, -1.547358)
H (-4.096936, -0.109105, 0.267392)

Forces on atoms 1 to 2 (eV/Å):
1.05 -1.91 1.30
1.38 -2.93 -1.42

Output
- ΔE to the lowest compared entry with this formula, charge and spin: 2.0312 eV
- M: 122.2 g/mol
- Net charge: +1
- HOMO: -14.2 eV
- E_tot: -26392.259 eV
- LUMO level: -5.0 eV
- Kohn-Sham gap: 9.26 eV